ORCA calculation (wB97M-V/def2-TZVPD) on C36H47Br2N5O4Rb as an isolated structure.

Values from the calculation:
multiplicity = 1
ΔE to the lowest compared entry with this formula, charge and spin = 1.77 kcal/mol
lowest unoccupied orbital energy = 1.68 eV
net charge = -1
molecular weight = 859.079 g/mol
frontier orbital gap = 5.5 eV

Positions of all 95 atoms, in Å:
H -4.25 4.10 -1.97
H -5.33 3.60 0.21
Br -3.25 -5.04 -3.75
C -1.77 -1.35 -2.64
H 2.71 2.30 1.30
H 3.41 -1.98 -1.37
C 2.39 5.13 1.59
H 1.78 -1.41 1.84
O -6.10 1.37 5.38
C 1.83 4.91 -0.78
C 0.35 3.74 0.90
H -2.36 2.63 2.47
H 1.88 2.20 4.67
O -6.05 -0.22 6.82
H -3.50 1.13 0.15
C -1.18 2.55 -4.16
H -4.60 1.17 3.51
C -0.26 3.23 2.09
H 2.51 4.69 2.58
C -2.09 -3.79 -1.47
C -4.36 3.67 0.70
C -1.61 -2.37 2.72
H -1.00 3.56 -4.49
C -3.21 -0.43 3.10
H -2.72 1.48 -1.40
H 3.99 -2.01 0.91
N -1.37 -1.50 -1.37
Br -3.38 2.52 -5.96
C -2.33 -2.37 -3.39
C -1.53 -2.70 -0.81
H -4.38 3.02 1.58
H 1.33 -0.52 -1.96
C -1.62 3.01 1.78
H 1.53 4.26 -1.61
H 1.18 5.78 -0.77
H -0.75 4.79 4.30
H 1.61 1.39 3.12
H 2.42 2.96 3.17
H -4.47 1.72 -1.21
H -2.83 0.01 2.19
C -1.58 0.01 -3.22
C 2.69 -1.48 -0.70
C -4.19 0.22 3.83
C -1.89 3.35 0.45
H 2.33 2.31 -0.41
H 2.92 -0.41 2.46
C 1.78 4.16 0.57
C -4.17 -1.60 5.43
C -3.23 3.25 -0.25
C -3.28 4.16 -1.48
H 0.90 5.11 3.81
C -2.70 -1.66 3.52
N 2.45 -0.68 1.61
H -0.30 1.93 5.31
N -5.69 0.30 5.78
C -2.44 0.51 -4.19
H 1.90 -2.21 -0.49
H -2.52 3.88 -2.21
H 2.86 5.23 -0.98
H -4.56 -2.02 6.35
H -2.63 -2.23 -4.42
C -0.39 1.96 -3.18
N -0.57 0.74 -2.71
H -0.81 1.13 3.82
C -3.50 1.81 -0.70
H 4.10 -0.32 0.41
H 3.73 3.23 0.18
C 0.24 3.03 3.53
C -0.67 3.79 -0.09
C -4.65 -0.38 4.99
H -3.27 -0.07 -4.55
O -0.92 -1.61 1.98
H -3.10 5.20 -1.19
H 0.42 2.53 -2.72
C -2.49 -3.60 -2.77
H -2.81 -3.20 4.98
H -1.70 2.54 4.42
C -3.20 -2.24 4.68
H -1.20 -2.78 0.22
O -1.51 -3.59 2.86
H 2.73 0.32 -1.72
H -4.20 4.69 1.04
H -2.20 -4.74 -0.96
H 1.76 6.01 1.69
C 3.40 -1.13 0.60
C 0.26 4.37 4.29
H 0.59 4.23 5.32
C 1.62 2.37 3.62
C 2.70 2.93 0.41
C -0.71 2.10 4.31
H -0.55 4.19 -1.09
H 3.38 5.46 1.26
Rb -0.25 0.50 0.56
N 2.06 -0.31 -1.29
C -2.22 1.79 -4.66

---

ORCA calculation (wB97M-V/def2-TZVPD) on C36H47BrN2OP2Pt as an isolated structure.

Values from the calculation:
multiplicity = 5
lowest unoccupied orbital energy (spin up / spin down) = -4.77 / -7.85 eV
net charge = +2
molecular weight = 860.715 g/mol
frontier orbital gap (spin up / spin down) = 7.1 / 5.3 eV

Positions of all 90 atoms, in Å:
Br -2.17 -4.59 -4.54
C -3.01 2.30 -0.92
H 0.41 -4.76 3.83
H 0.18 -4.68 -2.77
H -2.91 3.95 -3.16
H 2.31 3.08 -2.30
H 0.64 4.54 -1.53
C -2.12 -3.72 0.45
H 4.27 -1.43 -3.85
H -0.73 -3.56 4.39
H 1.12 -3.12 -1.14
H 0.96 -3.49 1.84
H 0.57 2.96 3.15
C -2.01 2.33 -2.08
C 3.75 -0.17 1.27
H -1.09 -4.51 2.95
H 3.84 -1.10 1.85
N -0.39 1.19 1.35
H -2.52 -2.86 2.38
C -1.50 -1.27 -2.17
P -0.58 -1.73 1.77
H -4.08 -1.97 0.50
C -2.06 -2.16 -3.09
C -1.13 -0.45 2.92
C -2.46 1.55 4.38
O 2.47 0.42 1.49
H 1.49 0.76 -2.50
C -0.29 -3.72 -2.61
C 0.62 4.18 -0.51
C -2.41 0.24 4.85
N 2.83 -0.90 -0.86
H -3.06 -4.27 0.52
H 2.32 0.53 2.43
C -1.77 -0.75 4.11
C 0.56 3.31 2.13
H -3.01 2.30 4.91
C 5.32 -0.74 -2.10
C 0.24 -2.82 -1.69
C 0.18 2.89 -0.23
H -1.32 -4.40 0.70
H -2.74 3.05 -0.17
H 0.90 0.78 -4.86
C -0.30 -4.00 3.50
C -3.21 -1.46 0.91
C 4.21 -1.16 -2.81
C 1.52 -2.26 3.50
H -2.79 -0.83 0.13
C -1.44 -3.38 -3.31
H -3.55 -0.83 1.73
H -0.47 1.84 -4.59
H -3.05 1.33 -0.44
C 5.16 -0.38 -0.77
H -4.00 2.54 -1.28
P -0.39 1.72 -1.49
C 1.72 2.77 -3.16
H 1.40 5.21 2.62
C 2.99 -1.21 -2.16
C 1.04 5.02 0.52
H -0.48 0.18 -3.97
Pt 0.53 -0.37 0.01
H -1.73 4.49 -1.98
H -2.31 1.60 -2.84
H 2.41 2.49 -3.95
H 6.00 -0.04 -0.18
C -1.81 1.88 3.21
H 1.15 3.62 -3.52
H -1.88 2.88 2.82
H 1.07 -1.70 4.32
C 1.03 4.57 1.83
C 0.83 1.56 -2.86
H -2.97 -1.91 -3.62
H 2.10 -1.51 -2.69
C -1.94 3.72 -2.72
H 2.19 -3.00 3.93
C -2.20 -2.51 1.39
H 4.54 0.51 1.59
C -1.08 0.90 2.49
C -0.33 -1.57 -1.47
H 6.29 -0.67 -2.57
H -2.03 -0.34 -1.99
H -2.00 -3.41 -0.58
C 0.09 2.47 1.11
H -2.92 -0.02 5.77
H -1.82 -1.77 4.46
C 0.46 -2.97 2.66
H -1.20 3.79 -3.52
C 3.91 -0.48 -0.19
C 0.14 1.06 -4.13
H 1.39 6.02 0.28
H 2.12 -1.58 2.90

---

ORCA calculation (wB97M-V/def2-TZVPD) on C36H47InN6O5PTe as an isolated structure at a distorted geometry.

Values from the calculation:
multiplicity = 1
ΔE to the lowest compared entry with this formula, charge and spin = 75.39 kcal/mol
lowest unoccupied orbital energy (spin up / spin down) = -5.65 / -4.95 eV
net charge = +1
molecular weight = 917.201 g/mol
frontier orbital gap (spin up / spin down) = 3.7 / 4.4 eV

Positions of all 97 atoms, in Å:
Te 10.79 12.10 6.46
H 20.96 7.11 7.29
H 7.67 11.10 15.42
C 12.36 14.61 13.88
C 15.69 14.16 12.49
H 16.17 17.55 5.69
H 18.04 5.91 10.86
C 16.64 8.92 5.85
H 13.88 16.42 14.97
N 11.94 10.85 13.58
C 7.16 8.66 8.19
C 14.06 17.92 5.17
N 14.59 10.60 12.99
C 12.62 9.99 14.39
H 11.76 9.51 6.77
H 16.36 11.10 11.90
H 17.15 10.84 6.77
C 8.63 11.81 6.69
N 14.91 15.86 6.31
H 12.03 18.73 5.32
N 11.78 13.53 13.23
H 21.80 9.04 8.71
H 6.23 8.38 8.68
C 21.75 9.20 7.63
H 7.62 13.50 15.16
C 9.55 9.40 7.02
H 20.41 8.38 6.13
H 7.89 6.58 8.20
H 15.13 17.75 7.09
C 20.73 8.20 7.16
C 15.93 10.61 12.79
C 8.10 7.64 7.90
C 9.67 10.89 14.60
C 7.35 9.98 7.85
C 16.77 9.98 13.65
P 18.09 8.55 8.04
C 10.75 12.95 13.87
H 10.93 16.79 6.02
H 22.71 8.92 7.15
C 17.81 5.80 8.70
C 9.66 13.69 14.34
H 17.82 10.60 5.22
C 8.59 11.65 15.07
H 12.39 15.90 5.54
C 16.46 15.17 13.07
C 18.47 5.41 9.97
H 13.88 17.32 4.22
C 16.91 10.43 5.76
H 16.35 8.50 4.90
O 12.24 9.43 15.41
C 8.51 10.35 7.15
H 16.20 13.55 11.71
C 8.59 13.04 14.97
C 9.29 8.05 7.36
H 17.49 15.31 12.75
H 12.81 18.55 6.86
O 17.79 8.25 6.37
H 16.91 8.54 15.25
H 9.69 9.81 14.70
H 14.36 8.58 15.60
H 10.05 7.31 7.17
H 16.48 16.65 14.69
H 10.74 9.49 5.31
H 11.83 16.81 8.21
H 8.20 12.08 5.69
H 6.64 10.82 7.99
N 14.43 13.86 12.88
C 12.69 18.02 5.89
H 18.56 5.57 7.92
H 19.56 5.69 9.96
C 10.79 9.85 6.38
H 14.60 15.39 5.45
O 17.45 7.23 8.77
H 8.25 12.45 7.44
O 11.75 15.46 14.52
H 16.91 5.18 8.42
C 15.17 17.30 6.08
C 13.80 14.76 13.65
C 12.00 16.70 6.15
C 14.51 15.78 14.35
C 14.89 9.15 14.89
In 13.08 12.22 11.95
C 16.23 9.13 14.67
H 21.41 10.27 7.40
C 15.86 16.01 14.02
H 14.28 18.96 4.82
H 17.82 10.27 13.60
H 9.73 14.77 14.17
C 14.09 9.96 14.04
H 16.08 11.00 5.34
N 12.19 16.21 7.48
O 19.62 8.36 8.10
H 18.30 4.31 10.14
H 13.18 16.00 7.62
C 10.80 11.52 14.05
H 15.75 8.74 6.58
H 15.81 15.47 6.53